A structure of composition C44H50GeN2O7S3Ti, computed with ωB97M-V with the def2-TZVPD basis set.

Cartesian coordinates (Å):
Ti (0.255943, 0.040688, 0.277647)
O (4.311120, 0.542856, 1.133289)
C (3.152257, -0.061645, 1.062343)
O (2.085312, 0.495990, 1.241448)
C (3.200020, -1.551598, 0.769953)
O (1.930506, -2.023087, 0.372294)
C (1.799717, -2.194299, -1.061099)
C (2.013153, -0.896154, -1.838206)
O (2.765256, -0.868921, -2.784744)
O (1.349264, 0.133626, -1.365225)
H (4.155410, 1.509008, 1.164534)
H (3.470396, -2.037047, 1.712031)
H (3.975913, -1.761053, 0.030626)
H (0.773241, -2.540724, -1.206283)
H (2.513314, -2.941072, -1.411167)
O (-1.376949, 0.308279, -0.694222)
S (-1.841372, 1.820210, -0.302210)
C (-3.219642, 1.626028, 0.867964)
C (-3.272477, 0.251284, 1.540138)
C (-2.647086, 0.205648, 2.932011)
C (-2.465614, -1.223614, 3.440798)
S (-0.952933, -2.019178, 2.840440)
O (-0.535251, -1.284943, 1.594263)
C (0.193870, -1.505671, 4.089325)
C (0.627379, -2.490005, 4.964034)
C (1.535549, -2.153221, 5.961668)
C (1.996277, -0.850172, 6.051801)
C (1.557302, 0.123899, 5.160359)
C (0.646486, -0.192941, 4.163408)
C (-3.086724, 1.689519, -1.849763)
C (-3.659547, 0.611159, -2.526805)
C (-4.514725, 0.815291, -3.599985)
C (-4.816595, 2.105813, -4.029530)
C (-4.252346, 3.188105, -3.372115)
C (-3.395868, 2.967935, -2.297440)
H (-4.125526, 1.793079, 0.292625)
H (-3.089286, 2.429467, 1.598287)
H (-2.791261, -0.468682, 0.874503)
H (-4.318960, -0.060163, 1.618267)
H (-3.292328, 0.733919, 3.640061)
H (-1.689497, 0.727929, 2.921424)
H (-3.289168, -1.875439, 3.141064)
H (-2.364203, -1.277665, 4.526445)
H (0.267496, -3.507114, 4.867619)
H (1.881729, -2.910078, 6.652654)
H (2.707504, -0.585624, 6.824031)
H (1.912670, 1.140954, 5.242416)
H (0.305949, 0.558959, 3.456491)
H (-3.433572, -0.403858, -2.216558)
H (-4.946937, -0.035506, -4.114286)
H (-5.481161, 2.263161, -4.869907)
H (-4.470952, 4.197798, -3.699911)
H (-2.949875, 3.822135, -1.787693)
C (-0.784394, -7.690443, -0.746302)
C (-1.080803, -6.409684, 0.010953)
N (-1.374035, -5.300121, -0.897803)
C (-2.287548, -4.322751, -0.659831)
S (-2.051505, -2.736168, -1.117927)
N (-3.428107, -4.715781, -0.003700)
C (-4.185464, -5.904625, -0.425875)
C (-5.194207, -5.568916, -1.510818)
H (-0.558110, -8.502621, -0.054862)
H (0.076171, -7.568045, -1.405791)
H (-1.635260, -7.985014, -1.361753)
H (-0.225819, -6.131621, 0.636130)
H (-1.925535, -6.534050, 0.682783)
H (-0.589765, -4.960408, -1.432527)
H (-4.021227, -3.909266, 0.136452)
H (-4.680393, -6.324581, 0.451688)
H (-3.483865, -6.649877, -0.790470)
H (-5.923276, -4.836432, -1.159488)
H (-5.739895, -6.462599, -1.817013)
H (-4.697850, -5.150359, -2.387045)
C (-0.393634, 1.648293, 1.043140)
Ge (0.657237, 3.251531, 1.241101)
C (-0.067233, 4.832319, 0.333070)
C (-0.348124, 6.005423, 1.030979)
C (-0.774508, 7.154196, 0.370077)
C (-0.921672, 7.144905, -1.007220)
C (-0.635259, 5.987881, -1.722211)
C (-0.212472, 4.847408, -1.056907)
C (0.607118, 3.655852, 3.168860)
C (1.672805, 3.544661, 4.061021)
C (1.501616, 3.724107, 5.432239)
C (0.247083, 4.011757, 5.943360)
C (-0.835491, 4.108543, 5.077228)
C (-0.653863, 3.925781, 3.714804)
C (2.524415, 3.379425, 0.610910)
C (3.445381, 4.221222, 1.245341)
C (4.719671, 4.430854, 0.725880)
C (5.097312, 3.820937, -0.461363)
C (4.186779, 3.014701, -1.131438)
C (2.919639, 2.800298, -0.602038)
H (-0.235741, 6.036595, 2.108591)
H (-0.984074, 8.055388, 0.933201)
H (-1.256101, 8.034349, -1.526770)
H (-0.748622, 5.970742, -2.799184)
H (0.004456, 3.958331, -1.640045)
H (2.663944, 3.299608, 3.697257)
H (2.352260, 3.638871, 6.098433)
H (0.109436, 4.159612, 7.007134)
H (-1.823621, 4.323398, 5.465939)
H (-1.517030, 3.995523, 3.059499)
H (3.166620, 4.749561, 2.148183)
H (5.411424, 5.083611, 1.244179)
H (6.086188, 3.985118, -0.870542)
H (4.455905, 2.545340, -2.069699)
H (2.239082, 2.159406, -1.148892)

Atoms 1-6, force components in eV/Å:
-1.953 1.379 1.045
-0.060 -0.111 0.013
-0.105 -0.393 -0.146
0.543 0.096 0.370
0.119 0.060 0.007
0.066 0.415 -0.318

As for the net charge: 0. As for the spin multiplicity: 1. The value obtained for the HOMO-LUMO gap is 0.221 hartree. Its energy above the lowest of the compared OMol25 structures with the same formula, charge and spin is 82.71 kcal per mole. The value obtained for the HOMO energy is -0.2205 Ha. The calculation puts the calculated total energy at -6463.74413 Ha. Its LUMO energy is 0.01 eV.